[1]
Formula: C4H3NO3
Source: OMol25
Level of theory: ωB97M-V/def2-TZVPD

Output
SMILES: O=[N+]([O-])c1ccoc1
HOMO level: -10.0 eV
E_LUMO: -0.9 eV
ΔE to the lowest compared entry with this formula, charge and spin: 128.5 kcal per mole

The geometry in ORCA input format:
```
! wB97M-V def2-TZVPD RIJCOSX def2/J DEFGRID3
* xyz 0 1
O 0.52792 -2.42307 0.52099
N 1.00531 -1.27159 0.64461
O 2.01231 -1.18508 1.38936
C 0.32601 -0.30834 0.10462
C -0.73619 -0.29158 -0.73980
C -1.26204 0.97328 -0.83211
O -0.41020 1.75542 -0.09672
C 0.63095 1.02057 0.38770
H -1.28328 -1.05658 -1.01510
H -2.14031 1.31190 -1.33015
H 1.32951 1.47507 0.96659
*
```

***

[2]
Formula: C5H8N2
Source: OMol25
Level of theory: ωB97M-V/def2-TZVPD

Output
SMILES: Cc1c[nH]c(N)c1
HOMO level: -7.5 eV
E_LUMO: 0.9 eV
ΔE to the lowest compared entry with this formula, charge and spin: 8.8 kcal per mole

The geometry in ORCA input format:
```
! wB97M-V def2-TZVPD RIJCOSX def2/J DEFGRID3
* xyz 0 1
C -2.46012 -0.10644 -0.03807
C -0.95296 -0.03820 -0.05686
C -0.29990 1.15008 -0.23012
N 1.04586 0.91349 -0.16042
C 1.29222 -0.41129 0.08267
N 2.64182 -0.77080 0.34326
C 0.05482 -1.04457 0.13955
H -2.86565 -1.11812 -0.12675
H -2.86167 0.32887 0.88692
H -2.86843 0.48599 -0.86617
H -0.68860 2.13661 -0.43127
H 1.75886 1.62123 -0.18609
H 3.10856 -1.32004 -0.36945
H 3.19871 0.06601 0.50362
H -0.16459 -2.10040 0.26275
*
```

***

[3]
Formula: C36H68BF2O18Si
Source: OMol25
Level of theory: ωB97M-V/def2-TZVPD

Output
HOMO level: -5.6 eV
E_LUMO: 1.9 eV

The geometry in ORCA input format:
```
! wB97M-V def2-TZVPD RIJCOSX def2/J DEFGRID3
* xyz -1 1
C 1.97057 0.51741 -3.64903
B 3.35228 0.30857 -4.52748
C 4.72798 0.22797 -3.62416
F 5.49170 -0.90239 -3.93666
F 5.58901 1.30921 -3.88491
C 4.52895 0.21070 -2.12591
C 5.81707 -0.08188 -1.31306
Si 5.54697 -1.20797 0.15892
C 4.41981 -2.67184 -0.20217
C 7.19816 -1.90567 0.77130
C 4.71339 -0.22539 1.54445
C 3.32761 -0.28568 1.72601
C 2.69837 0.46302 2.71945
C 3.44075 1.28734 3.55988
C 4.82543 1.34347 3.41184
C 5.44702 0.59518 2.41190
H 1.86563 -0.12114 -2.76794
H 1.13272 0.25575 -4.30359
H 1.81232 1.56907 -3.39457
H 3.44634 1.27362 -5.27844
H 3.25483 -0.69535 -5.22089
H 4.14697 1.16808 -1.78744
H 3.80259 -0.56784 -1.91354
H 6.24522 0.84865 -0.93366
H 6.59503 -0.52946 -1.93219
H 4.06161 -3.06074 0.75375
H 4.97750 -3.47708 -0.67687
H 3.53816 -2.43122 -0.79037
H 7.40411 -1.66139 1.81154
H 7.14709 -2.99388 0.71436
H 8.03054 -1.60740 0.13840
H 2.70948 -0.91540 1.10068
H 1.62534 0.42772 2.84388
H 2.95557 1.88573 4.31687
H 5.42407 1.96120 4.06630
H 6.52314 0.65167 2.30091
C 3.34269 -3.73117 -5.38523
C 2.12653 -3.42509 -6.22677
O 1.22915 -4.56003 -6.30135
C 0.49151 -4.78933 -5.22681
O 0.45518 -4.14119 -4.21456
O -0.25205 -5.88513 -5.46171
C -1.05656 -6.28214 -4.35458
H 3.84823 -4.62720 -5.75513
H 4.03685 -2.89212 -5.40606
H 3.06900 -3.91253 -4.34639
H 2.42635 -3.23068 -7.25433
H 1.59565 -2.54639 -5.86396
H -1.68463 -5.46160 -4.01294
H -0.42991 -6.63230 -3.53492
H -1.68251 -7.09785 -4.70737
C -1.79305 5.48962 6.09641
C -0.31592 5.47502 6.42838
O 0.41594 4.57300 5.58866
C 0.64284 5.00307 4.34527
O 0.32552 6.07494 3.89865
O 1.28516 4.03951 3.69158
C 1.52832 4.32068 2.30681
H -2.20307 4.47978 6.14346
H -2.33059 6.12108 6.80455
H -1.96578 5.87447 5.09285
H -0.16228 5.10318 7.44001
H 0.12108 6.47202 6.36745
H 2.04626 5.26899 2.18488
H 0.58766 4.33360 1.75899
H 2.15552 3.51652 1.93246
C -1.53973 -0.94958 -2.42902
C -2.14680 -0.26228 -1.22794
O -2.67764 -1.19148 -0.25849
C -1.77256 -1.80235 0.49987
O -0.58280 -1.63211 0.47762
O -2.42221 -2.63042 1.32800
C -1.56740 -3.41410 2.16388
H -2.26237 -1.61870 -2.90019
H -1.21772 -0.20356 -3.15471
H -0.67073 -1.54360 -2.15237
H -3.00064 0.34150 -1.53062
H -1.42892 0.39683 -0.73954
H -0.88180 -2.78223 2.72386
H -1.01026 -4.13301 1.56495
H -2.21961 -3.94128 2.85543
C -5.38531 -3.23376 2.05710
C -6.60899 -2.98586 1.20593
O -7.52397 -4.09941 1.21963
C -8.25621 -4.22857 2.31827
O -8.25959 -3.49419 3.27250
O -9.02141 -5.31740 2.18052
C -9.82420 -5.61533 3.32223
H -4.88659 -4.15332 1.74883
H -4.68791 -2.40935 1.95657
H -5.65383 -3.33514 3.10918
H -6.32085 -2.87301 0.16283
H -7.13398 -2.07947 1.50737
H -10.43349 -4.75952 3.60501
H -9.19575 -5.91569 4.15953
H -10.46744 -6.44249 3.03554
C -0.92492 6.77283 -7.06545
C -1.05330 6.36605 -5.61212
O -0.28535 5.19957 -5.30746
C 1.03578 5.39678 -5.19431
O 1.58910 6.46494 -5.29225
O 1.60532 4.23258 -4.94048
C 3.03787 4.26547 -4.84763
H -1.19169 5.93948 -7.71695
H -1.58530 7.61386 -7.28152
H 0.09647 7.06766 -7.29970
H -2.08356 6.09068 -5.39066
H -0.77240 7.17966 -4.94247
H 3.35837 5.00749 -4.11858
H 3.46654 4.48861 -5.82303
H 3.36000 3.27417 -4.54079
C -5.32210 -0.01767 6.28840
C -3.95337 -0.06440 6.93417
O -2.95213 -0.56959 6.04067
C -2.54196 0.28369 5.10020
O -2.90540 1.42403 4.97146
O -1.65334 -0.34504 4.33567
C -1.17135 0.42180 3.22623
H -5.59480 -1.00061 5.90179
H -6.07088 0.29239 7.01777
H -5.34010 0.68550 5.45746
H -3.95712 -0.75908 7.77235
H -3.65124 0.91326 7.31027
H -0.75884 1.37421 3.55344
H -1.97623 0.58545 2.51008
H -0.38976 -0.16827 2.75584
*
```

***

[4]
Formula: C4H24NO10
Source: OMol25
Level of theory: ωB97M-V/def2-TZVPD

Output
HOMO level: -5.6 eV
E_LUMO: 2.8 eV
ΔE to the lowest compared entry with this formula, charge and spin: 79.7 kcal per mole

The geometry in ORCA input format:
```
! wB97M-V def2-TZVPD RIJCOSX def2/J DEFGRID3
* xyz -1 1
C -0.07847 0.37885 0.54381
O -1.35624 -0.12368 0.70171
C 0.58313 0.45462 1.93851
C 1.04812 -0.91726 2.44528
C 2.61253 -1.01185 2.38028
O 3.37180 -0.16983 1.98507
N -0.38148 1.22638 2.81558
H 0.56060 -0.32395 -0.11104
H -0.04041 1.36753 0.05602
H 1.42286 1.18015 1.93539
H 1.02727 -0.96380 3.53435
H 0.59995 -1.76050 1.95540
H 3.07517 -1.82683 2.97743
H -0.58496 0.71762 3.66238
H -1.18864 1.55672 2.32692
H -1.96996 -1.26366 2.41870
H -3.09675 -1.00597 1.52156
O -2.94833 -1.26619 2.43383
H -2.10355 -1.60076 -2.99196
H -0.82183 -1.20952 -3.22433
O -1.46841 -1.71522 -3.74474
H 2.44455 1.51744 -3.09491
H 2.31255 0.01467 -2.96742
O 2.93319 0.73095 -2.86080
H 0.06640 -2.81234 -2.73355
H 0.61777 -2.32319 -1.42832
O 0.67919 -3.08666 -2.03887
H -0.54094 2.29024 -2.72079
H -0.76385 0.79170 -2.25383
O -0.13100 1.49315 -2.38918
H 3.56512 1.73717 -0.49257
H 3.28160 1.55215 1.00259
O 3.68888 2.16118 0.36334
H -3.27545 1.43246 -0.66998
H -2.35266 1.85451 0.42256
O -3.02435 2.22065 -0.17587
H -3.37507 -0.51269 -1.39534
H -1.96690 -0.27543 -0.58741
O -2.42144 -0.50881 -1.53980
*
```

***

[5]
Formula: C15H15AuBrF5GeNSSe
Source: OMol25
Level of theory: ωB97M-V/def2-TZVPD

Output
HOMO level: -4.6 eV
E_LUMO: 1.4 eV

The geometry in ORCA input format:
```
! wB97M-V def2-TZVPD RIJCOSX def2/J DEFGRID3
* xyz -1 1
Au 0.45536 0.52832 -0.39532
F 0.52722 4.94014 4.17630
C -0.25489 4.55879 3.11282
C -0.53294 5.65428 2.13774
F -0.87410 6.86130 2.52965
C -0.52938 5.21174 0.88034
F -0.88541 5.88938 -0.21085
C -0.13684 3.81489 0.85230
S 0.17771 3.00943 -0.53611
C -0.02437 3.35103 2.24034
F 0.93095 2.38816 2.43473
C -1.18934 3.43099 3.20595
F -2.44300 3.69632 2.59938
C -2.10115 0.20003 -4.69911
Ge -1.96038 0.38384 -2.73718
C -3.07189 -1.02200 -1.95045
C -2.69589 2.13101 -2.24517
C -0.05395 0.11835 -2.37389
H -3.12790 0.38241 -5.02387
H -1.81639 -0.80741 -5.00807
H -1.44876 0.91198 -5.20801
H -4.02403 -1.06424 -2.48449
H -3.27165 -0.82165 -0.89880
H -2.58587 -1.99559 -2.03284
H -3.61272 2.30104 -2.81452
H -2.00118 2.94260 -2.45555
H -2.93535 2.16307 -1.18082
H 0.59233 0.79509 -2.93554
H 0.19688 -0.89775 -2.67154
Br -4.59898 0.76533 4.22826
C -3.51721 -0.23924 3.04408
C -3.64782 -1.61198 2.97706
C -2.83166 -2.29636 2.09022
C -1.93606 -1.57806 1.31360
N -1.81979 -0.25256 1.38350
C -2.58964 0.41302 2.24230
H -4.36204 -2.12889 3.60442
H -2.88365 -3.37389 2.00500
H -1.26141 -2.06961 0.62028
H -2.46690 1.48608 2.30646
Se 1.29646 -1.62110 -0.34668
*
```

***

[6]
Formula: C42H38BN6OReS
Source: OMol25
Level of theory: ωB97M-V/def2-TZVPD

Output
HOMO level (alpha / beta): -16.4 / -16.4 eV
E_LUMO (alpha / beta): -10.8 / -10.4 eV

The geometry in ORCA input format:
```
! wB97M-V def2-TZVPD RIJCOSX def2/J DEFGRID3
* xyz 3 2
Re -0.39746 0.07057 0.14823
C 1.06920 5.11220 1.31645
C 0.39314 4.02586 0.56266
C -0.40796 4.12236 -0.59301
C -0.73018 2.82967 -0.94429
N -0.19802 1.99861 -0.01110
N 0.50613 2.73270 0.89037
B 1.43083 1.91873 1.83634
N 2.23899 0.92743 0.90487
N 1.57186 0.03280 0.07706
C 2.53916 -0.69507 -0.61496
C 3.76905 -0.24282 -0.20299
C 3.55117 0.77138 0.73970
C 4.56344 1.57792 1.46412
C 2.24082 -1.74122 -1.59678
C 0.94943 -2.14138 -1.94934
C 0.72427 -3.13084 -2.88753
C 1.80836 -3.75078 -3.50163
C 3.09858 -3.37165 -3.16765
C 3.31381 -2.37852 -2.22658
N 0.56857 1.00744 2.74153
N -0.12070 0.02576 2.10102
C -0.53258 -0.88308 3.01813
C -0.19071 -0.41440 4.27083
C 0.52575 0.77279 4.06059
C 1.19893 1.64466 5.05828
C -1.13596 -2.11791 2.51909
C -2.06809 -2.83802 3.25584
C -2.63825 -3.98156 2.71387
C -2.30001 -4.40227 1.43339
C -1.35683 -3.70026 0.69220
C -0.76481 -2.57553 1.24618
C -1.43636 2.19046 -2.05023
C -2.51074 2.78884 -2.69627
C -3.15934 2.11290 -3.72210
C -2.75497 0.83741 -4.09592
C -1.68502 0.22496 -3.45342
C -1.02535 0.90808 -2.44439
H 0.75806 6.08024 0.93300
H 2.15242 5.03819 1.21536
H 0.82691 5.05956 2.37729
H -0.64539 5.02650 -1.12552
H 2.15178 2.62098 2.46182
H 4.73470 -0.58087 -0.53154
H 5.56372 1.27425 1.16895
H 4.46293 1.44709 2.54158
H 4.44333 2.63890 1.24472
H 0.06171 -1.68886 -1.50147
H -0.28503 -3.42268 -3.14382
H 1.64234 -4.52648 -4.23630
H 3.94378 -3.84990 -3.64153
H 4.32950 -2.10031 -1.98653
H -0.35036 -0.90018 5.21698
H 0.94104 1.32305 6.06380
H 0.89696 2.68399 4.93561
H 2.28301 1.59392 4.95302
H -2.35684 -2.50035 4.24205
H -3.35142 -4.54947 3.29606
H -2.74128 -5.30097 1.02570
H -1.04212 -4.06516 -0.27590
H 0.12725 -2.16894 0.75111
H -2.84493 3.77332 -2.39690
H -3.98422 2.58772 -4.23521
H -3.25498 0.32992 -4.90888
H -1.33464 -0.74531 -3.77785
H -0.06148 0.50314 -2.10429
O -2.37354 0.07108 0.20563
S -3.70864 -0.37845 0.90043
C -4.75622 -0.82088 -0.43533
C -4.94720 0.05379 -1.50176
C -5.80422 -0.33318 -2.51350
C -6.46806 -1.55705 -2.43914
C -6.27438 -2.40815 -1.36179
C -5.39620 -2.04983 -0.34768
C -4.40447 1.15868 1.45894
C -5.65862 1.07883 2.05264
C -6.23640 2.24296 2.53108
C -5.56107 3.45278 2.42077
C -4.30585 3.50724 1.83267
C -3.70947 2.35144 1.34576
H -4.45044 1.01596 -1.52659
H -5.97740 0.32410 -3.35408
H -7.14750 -1.84420 -3.22969
H -6.80262 -3.34937 -1.30958
H -5.22337 -2.70744 0.49424
H -6.18423 0.13538 2.13288
H -7.21395 2.20567 2.99012
H -6.01876 4.35703 2.79671
H -3.78953 4.45370 1.75038
H -2.73517 2.38463 0.88073
*
```

***

It is found that the strongest force on any atom values, taken in the order of the records, are 9.99; 0.42; 1.15; 2.78; 0.59; 0.49 eV/A.
It is found that the DFT total energy values, taken in the order of the records, are -434.52258; -304.82154; -3281.09723; -973.98617; -8720.79759; -2527.53912 Ha.